{"formula": "C72H65AsN7O2PbS2Sb", "method": "ωB97M-V/def2-TZVPD", "energy_ev": -184541.49519, "e_homo_ev": -6.87, "lumo_energy_ev": -0.73, "orbital_gap_ev": 6.13, "de_lowest_kcal_mol": 0.37, "species": ["Pb", "O", "S", "O", "N", "C", "C", "C", "C", "C", "C", "C", "C", "N", "C", "C", "C", "C", "C", "C", "C", "H", "H", "H", "H", "H", "H", "H", "H", "H", "H", "H", "S", "N", "C", "C", "C", "C", "C", "N", "C", "C", "N", "C", "C", "C", "C", "C", "N", "H", "H", "H", "H", "H", "H", "C", "C", "C", "C", "C", "C", "C", "Sb", "C", "C", "C", "C", "C", "C", "C", "C", "C", "C", "C", "C", "C", "C", "H", "H", "H", "H", "H", "H", "H", "H", "H", "H", "H", "H", "H", "H", "H", "H", "H", "H", "H", "H", "H", "C", "C", "C", "C", "C", "C", "As", "N", "C", "C", "C", "C", "C", "C", "C", "C", "C", "C", "C", "C", "C", "C", "C", "C", "C", "C", "H", "H", "H", "H", "H", "H", "H", "H", "H", "H", "H", "H", "H", "H", "H", "H", "H", "H", "H", "H", "H", "H", "H", "H", "H", "H", "H"], "coordinates": [[-0.101, 1.147, 0.199], [-1.270, -1.039, -3.884], [-1.556, -0.204, -2.694], [-2.028, -3.251, -1.484], [-0.267, 0.718, -2.208], [0.447, 1.511, -3.100], [0.388, 1.427, -4.485], [1.152, 2.265, -5.316], [2.014, 3.189, -4.803], [2.119, 3.320, -3.403], [2.988, 4.256, -2.802], [3.044, 4.368, -1.443], [2.234, 3.526, -0.669], [1.412, 2.645, -1.190], [1.334, 2.504, -2.547], [-2.630, 1.127, -3.315], [-3.022, 1.130, -4.641], [-3.812, 2.169, -5.118], [-4.216, 3.184, -4.262], [-3.847, 3.156, -2.922], [-3.054, 2.123, -2.447], [-0.242, 0.677, -4.932], [1.061, 2.157, -6.390], [2.619, 3.815, -5.447], [3.608, 4.876, -3.439], [3.705, 5.074, -0.959], [2.284, 3.567, 0.414], [-2.701, 0.319, -5.285], [-4.117, 2.182, -6.156], [-4.824, 3.999, -4.636], [-4.174, 3.938, -2.248], [-2.759, 2.088, -1.402], [1.580, -5.405, 4.456], [1.880, -5.049, 2.913], [1.221, -3.939, 2.645], [1.226, -3.243, 1.375], [1.917, -3.721, 0.262], [1.865, -3.006, -0.909], [1.172, -1.802, -0.922], [0.537, -1.319, 0.140], [0.521, -2.039, 1.282], [-0.286, -1.547, 2.421], [-0.996, -0.423, 2.240], [-1.687, 0.068, 3.254], [-1.773, -0.558, 4.496], [-1.076, -1.725, 4.689], [-0.315, -2.236, 3.638], [0.483, -3.438, 3.757], [0.606, -4.179, 4.841], [2.464, -4.652, 0.338], [2.361, -3.355, -1.805], [1.113, -1.196, -1.819], [-2.207, 1.005, 3.070], [-2.364, -0.115, 5.287], [-1.092, -2.250, 5.636], [-0.249, -4.149, -3.403], [-1.720, -4.438, -3.502], [-2.260, -5.144, -4.565], [-3.619, -5.432, -4.640], [-4.452, -5.032, -3.609], [-3.934, -4.312, -2.539], [-2.585, -3.978, -2.497], [-2.845, -1.965, -0.182], [-4.482, -0.971, -1.181], [-4.803, -1.132, -2.526], [-5.848, -0.419, -3.097], [-6.570, 0.481, -2.330], [-6.232, 0.675, -0.998], [-5.187, -0.035, -0.411], [-4.810, 0.260, 1.024], [-4.111, -3.472, 0.748], [-5.497, -3.317, 0.805], [-6.301, -4.271, 1.411], [-5.719, -5.396, 1.978], [-4.343, -5.556, 1.930], [-3.521, -4.604, 1.326], [-2.029, -4.845, 1.308], [0.320, -4.777, -4.089], [0.099, -4.320, -2.384], [-0.066, -3.099, -3.645], [-1.597, -5.483, -5.355], [-4.020, -5.964, -5.493], [-5.507, -5.277, -3.629], [-4.583, -3.997, -1.731], [-4.234, -1.814, -3.148], [-6.093, -0.566, -4.142], [-7.390, 1.039, -2.766], [-6.789, 1.386, -0.397], [-5.625, 0.766, 1.541], [-3.933, 0.918, 1.058], [-4.567, -0.644, 1.593], [-5.960, -2.439, 0.369], [-7.375, -4.136, 1.443], [-6.333, -6.143, 2.465], [-3.886, -6.433, 2.378], [-1.703, -5.315, 2.238], [-1.466, -3.920, 1.171], [-1.758, -5.506, 0.480], [7.463, -2.467, -0.685], [6.269, -1.909, 0.044], [5.435, -0.971, -0.531], [4.345, -0.429, 0.151], [3.503, 0.554, -0.609], [4.079, -0.803, 1.472], [2.594, -0.219, 2.670], [1.671, 1.241, 1.953], [1.007, 2.040, 2.872], [0.445, 3.271, 2.443], [-0.266, 4.103, 3.297], [-0.455, 3.765, 4.628], [0.077, 2.562, 5.078], [0.767, 1.716, 4.229], [3.747, 0.698, 4.003], [4.595, 1.755, 3.642], [4.766, 2.243, 2.221], [5.346, 2.396, 4.626], [5.284, 2.025, 5.959], [6.078, 2.746, 7.018], [4.445, 0.971, 6.301], [3.678, 0.309, 5.351], [2.800, -0.821, 5.849], [4.889, -1.812, 2.045], [4.646, -2.382, 3.424], [5.960, -2.332, 1.332], [7.425, -2.230, -1.748], [7.516, -3.551, -0.571], [8.388, -2.051, -0.279], [5.622, -0.636, -1.548], [3.131, 0.104, -1.533], [4.092, 1.430, -0.891], [2.664, 0.889, -0.018], [0.624, 3.610, 1.430], [-0.663, 5.035, 2.910], [-1.010, 4.412, 5.293], [-0.066, 2.266, 6.113], [1.116, 0.771, 4.615], [3.932, 1.953, 1.589], [5.687, 1.836, 1.792], [4.848, 3.332, 2.210], [5.992, 3.220, 4.334], [6.728, 3.502, 6.580], [6.695, 2.045, 7.584], [5.410, 3.241, 7.726], [4.379, 0.662, 7.341], [2.353, -0.553, 6.808], [3.392, -1.725, 6.010], [2.002, -1.070, 5.151], [3.581, -2.536, 3.610], [5.025, -1.708, 4.194], [5.158, -3.338, 3.529], [6.573, -3.099, 1.797]], "forces_ev_per_a": [[-0.355, 0.113, 0.426], [-0.031, -0.132, -0.028], [0.440, 0.864, -0.054], [-0.179, 0.256, -0.137], [0.062, -0.193, -0.198], [-0.068, 0.082, -0.048], [-0.020, -0.022, 0.214], [0.042, 0.014, -0.005], [0.010, -0.013, -0.135], [-0.025, -0.056, 0.197], [-0.042, -0.016, -0.007], [0.124, 0.046, -0.042], [-0.080, 0.005, 0.052], [0.000, -0.004, -0.255], [0.005, 0.038, -0.061], [0.046, -0.056, -0.063], [0.008, -0.062, -0.058], [-0.025, -0.003, 0.064], [-0.021, 0.023, 0.004], [0.015, -0.074, 0.009], [0.044, -0.062, 0.007], [-0.025, -0.053, -0.023], [-0.023, -0.035, 0.018], [-0.023, 0.012, 0.045], [-0.020, 0.014, 0.006], [-0.022, -0.021, 0.011], [0.047, -0.072, -0.058], [0.001, 0.030, 0.027], [0.022, 0.008, -0.008], [-0.002, -0.036, 0.008], [-0.005, -0.001, -0.018], [-0.008, 0.050, -0.020], [0.069, -0.155, 0.124], [0.073, -0.095, -0.025], [-0.110, 0.220, 0.080], [-0.064, 0.032, 0.016], [-0.008, -0.052, 0.037], [0.142, -0.024, -0.017], [-0.037, 0.060, 0.004], [0.023, -0.092, 0.152], [-0.096, -0.097, -0.135], [-0.123, 0.036, -0.056], [0.265, -0.132, 0.203], [-0.123, 0.014, -0.101], [-0.054, 0.073, 0.069], [-0.023, -0.092, 0.028], [0.112, -0.001, -0.061], [0.055, 0.049, -0.262], [-0.023, -0.039, 0.116], [-0.003, 0.021, 0.015], [-0.024, 0.052, 0.023], [0.006, 0.003, 0.042], [0.030, -0.034, 0.029], [0.031, 0.001, -0.043], [-0.009, 0.000, -0.040], [-0.098, 0.072, -0.044], [0.058, 0.068, 0.102], [-0.032, -0.066, -0.017], [-0.027, 0.011, 0.002], [0.078, 0.019, -0.019], [-0.023, 0.059, 0.087], [-0.026, -0.137, 0.004], [-0.351, -0.418, -0.039], [0.165, -0.053, -0.042], [-0.003, -0.061, 0.030], [-0.010, 0.024, -0.013], [0.031, -0.007, 0.035], [-0.003, -0.028, 0.006], [-0.022, 0.026, 0.040], [0.040, -0.012, -0.146], [0.097, 0.126, 0.031], [0.058, -0.053, 0.055], [0.007, 0.004, 0.041], [0.024, -0.011, -0.015], [0.040, 0.054, 0.019], [0.029, 0.033, 0.067], [-0.179, -0.016, -0.065], [-0.028, -0.002, 0.001], [0.013, -0.040, -0.044], [0.030, -0.009, 0.043], [-0.005, 0.022, 0.023], [0.033, -0.038, 0.034], [0.006, 0.032, 0.002], [-0.003, -0.011, -0.048], [-0.010, -0.018, 0.035], [0.029, 0.015, 0.018], [0.025, -0.009, 0.004], [0.015, 0.004, -0.020], [0.027, -0.017, 0.027], [-0.023, -0.037, 0.035], [-0.066, 0.029, 0.008], [-0.015, -0.049, -0.051], [0.016, 0.008, 0.006], [0.010, 0.005, -0.041], [-0.030, 0.017, -0.007], [0.001, 0.009, -0.012], [-0.004, -0.054, 0.034], [0.030, 0.048, 0.002], [-0.043, 0.045, 0.058], [0.009, -0.074, -0.003], [0.000, 0.006, 0.005], [-0.014, 0.018, -0.014], [0.081, -0.126, 0.002], [-0.056, -0.064, -0.173], [0.231, 0.076, 0.416], [0.015, 0.152, -0.441], [-0.069, -0.018, 0.029], [0.127, -0.067, 0.063], [-0.016, -0.050, -0.033], [-0.057, -0.020, -0.017], [-0.020, -0.031, -0.011], [0.042, 0.055, -0.119], [0.005, 0.104, -0.125], [0.030, 0.025, -0.061], [-0.007, -0.056, 0.132], [-0.010, 0.023, -0.001], [-0.030, -0.056, 0.014], [-0.043, -0.052, -0.047], [0.069, 0.080, 0.012], [-0.114, -0.099, 0.007], [0.091, 0.137, 0.018], [-0.097, -0.081, 0.080], [0.030, 0.125, -0.127], [0.004, 0.044, -0.047], [0.002, -0.015, 0.015], [0.011, 0.009, -0.030], [-0.004, -0.011, -0.025], [-0.009, -0.024, 0.022], [0.023, 0.041, -0.017], [-0.027, 0.033, -0.004], [0.035, 0.072, 0.071], [-0.053, -0.016, 0.008], [0.015, -0.014, 0.011], [0.046, 0.008, 0.001], [0.021, -0.010, -0.032], [0.031, -0.040, 0.076], [-0.004, 0.066, 0.012], [-0.041, -0.015, -0.019], [0.003, -0.016, 0.004], [-0.023, -0.030, 0.009], [0.001, -0.018, 0.010], [0.011, 0.032, -0.002], [0.022, 0.004, -0.001], [-0.021, 0.013, -0.038], [-0.015, -0.003, -0.010], [-0.016, -0.028, -0.020], [-0.013, -0.056, 0.005], [0.024, -0.025, 0.058], [-0.030, 0.015, 0.045], [-0.021, -0.010, -0.009], [-0.031, 0.010, 0.003]]}